The following is a quantum chemistry calculation of C25H28N2O9S in the gas phase at a distorted geometry, from the OMol25 dataset.

XYZ file:
```
65
Properties=species:S:1:pos:R:3:forces:R:3
C -4.3387 -1.8876 1.6631 0.090 0.031 0.084
O -5.2844 -2.3364 0.7235 -0.182 0.108 -0.093
C -4.7490 -3.0743 -0.3479 0.027 -0.060 -0.181
C -4.1661 -2.2114 -1.4797 -0.214 -0.435 0.287
N -2.8377 -1.6831 -1.2368 0.074 0.208 -0.047
C -1.7811 -2.3867 -0.7678 -0.119 -0.498 0.148
O -1.7952 -3.5174 -0.3352 0.195 -0.042 -0.006
C -0.5472 -1.4913 -0.9022 0.705 0.284 0.054
O 0.5539 -1.7542 -0.4723 -0.468 -0.299 0.027
C -0.9995 -0.2944 -1.5955 -0.153 0.328 -0.276
C -0.2632 0.8046 -1.8912 -0.259 -0.451 0.084
O -0.7980 1.9565 -2.3225 0.195 -0.010 -0.102
C 1.2016 0.8460 -1.7479 0.237 0.228 -0.095
C 1.9966 -0.1710 -2.2726 -0.025 0.223 0.059
C 3.3666 -0.1310 -2.0966 -0.010 -0.122 -0.135
C 3.9321 0.9237 -1.4049 0.626 -0.017 0.145
S 5.6843 0.8760 -1.0259 0.097 -0.038 0.199
O 6.3594 0.0976 -2.0187 -0.293 -0.247 -0.002
O 6.1386 2.2050 -0.7455 -0.324 0.032 0.159
N 5.7564 0.0246 0.4022 0.203 0.515 -0.846
C 5.2267 0.6831 1.5728 -0.061 0.230 0.587
C 5.7556 -0.0534 2.8069 -0.044 0.303 -0.167
O 5.4013 -1.4153 2.7697 -0.150 -0.093 0.128
C 5.9163 -2.0473 1.6203 -0.008 -0.010 -0.342
C 5.4012 -1.3755 0.3438 0.011 -0.607 0.082
C 3.1609 1.9561 -0.9078 0.033 0.170 0.096
C 1.7902 1.9249 -1.0915 -0.066 -0.153 -0.063
C -2.4979 -0.3744 -1.7736 0.099 0.261 -0.086
C -3.2302 0.7299 -1.0374 -0.164 0.026 -0.212
C -4.2935 1.4005 -1.6188 0.265 -0.127 0.057
C -4.9726 2.3808 -0.9132 -0.051 0.243 0.394
C -4.5984 2.6961 0.3811 0.171 -0.194 -0.091
O -5.2645 3.6516 1.0646 -0.029 0.067 0.094
C -3.5144 2.0191 0.9768 0.022 0.005 0.050
O -3.2275 2.4145 2.2562 -0.462 0.157 -0.515
C -2.1871 1.7588 2.9421 0.249 -0.130 0.206
C -2.8400 1.0473 0.2646 -0.076 0.235 0.117
H -4.9064 -1.5353 2.5233 0.085 0.024 0.041
H -3.6700 -2.6988 1.9713 -0.002 0.006 0.019
H -3.7383 -1.0628 1.2661 -0.031 -0.065 0.093
H -5.5969 -3.6266 -0.7620 0.123 0.020 -0.056
H -3.9931 -3.7851 0.0028 -0.174 0.059 -0.067
H -4.8341 -1.3607 -1.6384 0.033 -0.091 -0.037
H -4.1429 -2.8233 -2.3908 -0.033 0.065 0.010
H -1.7679 1.9261 -2.3070 -0.005 -0.046 0.157
H 1.5418 -0.9847 -2.8141 -0.045 -0.085 -0.019
H 4.0103 -0.8981 -2.4961 0.005 -0.137 -0.090
H 5.5719 1.7163 1.5529 -0.074 0.000 0.190
H 4.1253 0.6552 1.5760 0.069 0.023 0.031
H 5.3158 0.3522 3.7193 0.069 0.056 -0.091
H 6.8496 0.0500 2.8442 -0.069 0.030 0.028
H 5.5851 -3.0854 1.6696 0.073 0.057 -0.088
H 7.0150 -2.0056 1.6314 -0.068 -0.044 -0.020
H 5.8786 -1.7980 -0.5396 -0.058 -0.180 0.074
H 4.3098 -1.5050 0.2778 0.065 -0.024 0.001
H 3.6475 2.7729 -0.3985 -0.020 0.133 0.069
H 1.1675 2.7219 -0.7147 -0.037 0.093 0.024
H -2.7748 -0.3450 -2.8402 0.009 0.049 0.126
H -4.6006 1.1621 -2.6267 -0.024 -0.062 -0.123
H -5.8037 2.9077 -1.3517 -0.123 0.097 -0.045
H -4.8768 3.7234 1.9482 0.002 -0.020 -0.054
H -2.1537 2.2159 3.9294 0.051 -0.078 -0.056
H -1.2247 1.9048 2.4423 -0.044 -0.014 -0.002
H -2.3884 0.6884 3.0438 0.004 0.034 -0.029
H -2.0009 0.5254 0.6996 0.078 -0.021 0.110
```
Forces are in eV/Å.

Calculated values
M = 532.571 g mol⁻¹
energy relative to the best compared isomer or geometry (same formula, charge and spin) = 6.2 kJ/mol
largest force on an atom = 1.01 eV/A
electronic energy = -2154.277729 a.u.
spin multiplicity = 1
SMILES string = COCCN1C(=O)C(=O)/C(=C(/O)c2ccc(S(=O)(=O)N3CCOCC3)cc2)[C@@H]1c1ccc(O)c(OC)c1

Atom charges from the Löwdin analysis, given in e for atoms 1 to 5: C -0.095; O -0.171; C -0.197; C -0.079; N 0.005

---

The following is a quantum chemistry calculation of a molecular structure, C56H50N7Sb2Ti, from the OMol25 dataset.

XYZ file:
```
116
Properties=species:S:1:pos:R:3:forces:R:3
Ti -1.3616 0.7641 1.9609 0.136 -0.259 -0.497
C -3.2080 -0.6023 -0.0716 0.047 0.019 0.035
C -2.8135 0.7353 -0.6676 0.060 -0.045 -0.009
C -3.4371 1.1014 -1.8036 0.045 -0.034 -0.080
C -3.1436 2.3142 -2.6147 0.030 0.044 -0.045
C -1.5593 3.3391 -1.6041 0.053 -0.067 0.002
C -1.2413 2.6223 -0.3350 -0.137 0.097 0.052
N -1.8166 1.3992 0.0367 0.058 0.056 0.207
C -0.4373 3.1761 0.6143 0.037 -0.014 0.020
C 0.3928 4.3502 0.4974 -0.027 0.011 -0.027
C 1.1760 4.7602 1.5150 0.011 0.004 0.019
C 1.1776 4.0417 2.7629 0.000 0.004 -0.029
C 0.4113 2.9308 2.8601 -0.054 0.058 0.027
N -0.3674 2.4632 1.8350 0.146 0.196 -0.049
C 0.2782 2.1316 4.0898 -0.001 0.003 0.016
C 1.1053 2.2831 5.1963 -0.006 0.003 0.000
C 0.9143 1.4621 6.2863 0.012 -0.001 0.009
C -0.0995 0.5182 6.2536 -0.021 0.016 0.006
C -0.8946 0.4088 5.1253 0.002 0.013 -0.013
C -2.0061 -0.5909 5.0701 0.003 -0.013 -0.003
N -0.6971 1.2047 4.0573 0.097 -0.016 0.018
H -4.2432 -0.5967 0.2702 0.022 -0.008 0.017
H -2.5716 -0.9078 0.7649 0.008 -0.024 -0.017
H -3.0876 -1.3895 -0.8153 -0.006 -0.025 -0.036
H -4.1701 0.4070 -2.1966 -0.010 0.006 0.004
H -3.7931 2.3730 -3.4884 0.009 -0.005 -0.003
H -0.9473 4.2329 -1.6902 -0.001 0.009 0.003
H 0.3966 4.9005 -0.4330 -0.003 0.000 0.000
H 1.7977 5.6390 1.4032 -0.001 0.001 -0.002
H 1.7506 4.4030 3.6034 0.000 -0.002 0.003
H 1.9000 3.0136 5.1796 -0.004 0.003 0.002
H 1.5560 1.5460 7.1542 0.000 0.001 -0.001
H -0.2720 -0.1471 7.0878 0.000 -0.001 -0.001
H -2.9705 -0.0929 5.1792 0.000 0.003 0.020
H -1.8967 -1.3231 5.8683 0.004 -0.002 -0.002
H -2.0081 -1.1123 4.1147 -0.013 0.019 -0.002
C 1.3325 1.3370 -1.9883 0.027 -0.059 0.008
C 2.4198 0.2669 -1.8446 -0.019 0.009 -0.046
C 2.2418 -0.7023 -0.6737 -0.088 0.054 -0.056
Sb 0.7845 -2.2982 -0.7951 -0.056 0.026 -0.100
C 1.9756 -3.6978 0.3431 -0.023 0.005 0.042
C 2.9973 -3.3348 1.2158 -0.003 -0.015 -0.070
C 3.6994 -4.2965 1.9335 -0.047 -0.031 -0.043
C 3.3869 -5.6395 1.7901 0.020 0.004 -0.013
C 2.3659 -6.0181 0.9270 0.007 0.024 0.004
C 1.6676 -5.0529 0.2161 -0.001 -0.003 0.001
C 1.5864 -3.0391 -2.6616 -0.005 0.012 -0.001
C 2.9373 -3.3572 -2.7952 0.016 -0.001 0.011
C 3.4526 -3.7895 -4.0084 0.009 0.001 -0.007
C 2.6193 -3.9154 -5.1131 -0.014 0.000 -0.003
C 1.2719 -3.6135 -4.9936 -0.004 0.020 -0.017
C 0.7625 -3.1788 -3.7749 -0.010 0.032 0.019
Sb -0.4543 0.6337 -2.9771 0.024 -0.122 0.094
C 0.3867 0.7860 -4.9681 -0.001 -0.040 0.010
C 1.4468 1.6138 -5.3361 0.019 -0.016 0.020
C 1.9513 1.6059 -6.6297 -0.005 -0.001 -0.009
C 1.3989 0.7669 -7.5880 0.003 0.005 0.002
C 0.3422 -0.0619 -7.2429 0.000 -0.011 -0.014
C -0.1506 -0.0517 -5.9441 -0.009 -0.002 0.001
C -1.6064 2.4988 -2.9262 -0.044 -0.031 0.016
C -3.0916 3.5959 -1.7334 0.026 0.041 -0.029
C -3.4384 4.8711 -2.4286 -0.008 -0.012 0.022
C -2.9243 5.2798 -3.5899 0.003 0.016 -0.012
C -1.9441 4.5514 -4.3973 -0.003 -0.001 0.004
C -1.3773 3.3680 -4.1315 0.007 0.011 0.004
H 1.7170 2.1803 -2.5649 -0.027 0.053 0.044
H 1.0388 1.7248 -1.0119 -0.001 -0.039 0.002
H 3.3694 0.7888 -1.6739 0.016 -0.011 -0.025
H 2.5560 -0.2862 -2.7821 -0.036 0.004 0.010
H 2.0011 -0.1489 0.2341 -0.044 -0.071 -0.243
H 3.1855 -1.2272 -0.5071 0.013 0.014 0.018
H 3.2454 -2.2911 1.3687 0.013 -0.099 -0.070
H 4.4787 -3.9880 2.6196 0.008 -0.007 0.000
H 3.9304 -6.3889 2.3525 0.000 -0.001 0.000
H 2.1134 -7.0652 0.8089 -0.002 0.002 0.003
H 0.8725 -5.3651 -0.4550 0.005 0.001 0.001
H 3.5970 -3.2743 -1.9374 0.003 -0.002 -0.001
H 4.5059 -4.0291 -4.0937 0.002 0.000 0.000
H 3.0207 -4.2477 -6.0626 -0.002 -0.002 0.000
H 0.6167 -3.7073 -5.8513 -0.005 0.002 0.002
H -0.2919 -2.9362 -3.6947 -0.015 0.015 -0.010
H 1.8917 2.2841 -4.6096 0.004 -0.011 -0.009
H 2.7771 2.2572 -6.8903 0.001 -0.001 0.001
H 1.7920 0.7589 -8.5971 0.000 -0.001 0.001
H -0.0945 -0.7225 -7.9825 0.000 0.004 0.004
H -0.9699 -0.7150 -5.6862 -0.003 -0.018 0.004
H -3.6381 3.5051 -0.7955 0.006 -0.010 -0.001
H -4.1638 5.5121 -1.9387 -0.002 -0.001 0.000
H -3.2566 6.2315 -3.9904 -0.002 0.000 -0.002
H -1.6572 5.0311 -5.3278 0.003 -0.001 -0.001
H -0.6895 2.9986 -4.8831 -0.013 0.013 0.010
C -1.2672 -3.2018 2.8170 0.010 0.013 -0.023
C 0.0506 -2.6394 3.2799 0.036 -0.011 -0.069
C 0.8178 -3.3753 4.1715 0.049 -0.029 -0.025
C 2.0731 -2.9465 4.5728 -0.008 0.085 0.022
C 2.5806 -1.7730 4.0366 -0.095 0.048 0.107
C 1.8473 -1.0038 3.1421 -0.022 0.045 0.112
C 2.4975 0.2085 2.5258 0.040 0.052 0.223
C 0.5350 -1.4019 2.7910 0.117 -0.014 -0.134
N -0.2672 -0.5841 2.0246 -0.511 0.048 0.301
H -1.8962 -3.4954 3.6607 0.011 -0.015 -0.003
H -1.8139 -2.4852 2.2074 0.003 -0.009 0.006
H -1.0955 -4.0931 2.2076 -0.015 0.003 -0.012
H 0.4231 -4.3155 4.5435 0.002 0.001 0.007
H 2.6557 -3.5287 5.2761 0.002 -0.008 -0.018
H 3.5758 -1.4385 4.3135 0.018 -0.003 -0.004
H 3.0360 0.7910 3.2762 -0.019 0.002 0.030
H 1.7721 0.8553 2.0374 -0.002 0.008 0.032
H 3.2255 -0.0972 1.7683 0.047 0.060 0.133
N -3.4017 0.8414 2.6394 0.103 -0.055 0.115
C -4.4950 0.9103 3.0209 -0.018 -0.012 -0.053
C -5.7987 0.9778 3.4735 0.020 -0.031 0.037
C -6.8176 0.3085 2.7530 -0.013 0.036 -0.012
N -7.6455 -0.2370 2.1628 0.004 -0.015 0.005
C -6.0835 1.6877 4.6646 -0.007 0.017 -0.009
N -6.3088 2.2696 5.6356 0.009 -0.014 0.011
```
Forces are in eV/Å.

Calculated values
M = 1112.452 g mol⁻¹
energy relative to the best compared isomer or geometry (same formula, charge and spin) = 79.1 kJ/mol
largest force on an atom = 0.59 eV/A
net charge = -1
electronic energy = -3877.261773 a.u.
spin multiplicity = 1

Atom charges from the Löwdin analysis, given in e for atoms 1 to 5: Ti 0.944; C -0.063; C -0.409; C -0.098; C -0.231